Entry i
16
Properties=species:S:1:pos:R:3 method="wB97M-V/def2-TZVPD" e_homo_ev=-8.381 lumo_ev=0.53 orbital_gap_ev=8.911 total_charge=0
N 0.1833 2.1362 -0.6534
N 1.0444 -1.8856 -1.1107
N -0.0087 0.0076 -0.0664
N -0.4594 -2.0362 0.7455
C 0.4801 0.9317 -0.9072
C 0.1814 -1.4477 -0.1759
C -0.6862 0.5424 1.1094
C -0.6957 1.9797 0.5053
H -1.6397 2.4039 0.3261
H -0.1328 2.6215 1.2535
H 0.0273 0.6141 2.0159
H -0.3576 -3.1387 0.7560
H 1.8623 -1.2486 -1.2262
H 0.6523 -2.1556 -2.1748
H -1.7107 -0.0400 1.2171
H 1.2599 0.7155 -1.6144

Entry ii
16
Properties=species:S:1:pos:R:3 method="wB97M-V/def2-TZVPD" e_homo_ev=-8.789 lumo_ev=0.57 orbital_gap_ev=9.357 total_charge=0
N 0.6335 1.5554 0.7039
N -0.5400 1.3328 1.1310
N 0.3643 -1.4828 -0.9106
N 1.1372 0.4964 0.0834
C -2.3849 -0.0780 0.2047
C 0.1836 -0.5290 -0.0635
C -0.9747 0.0669 0.6956
C 2.4280 0.5170 -0.5477
H -2.5394 -0.9633 -0.4068
H -0.2995 -2.2430 -0.8131
H 3.1777 0.9072 0.1452
H 2.3899 1.1465 -1.4373
H -0.5224 -0.8765 1.3913
H -3.0621 -0.1410 1.0581
H -2.6670 0.7878 -0.3873
H 2.6758 -0.4964 -0.8468

Name the most stable of them. entry i.

Entry i
16
Properties=species:S:1:pos:R:3 method="wB97M-V/def2-TZVPD" e_homo_ev=-6.814 lumo_ev=0.88 orbital_gap_ev=7.690 total_charge=0 smiles=Cc1[nH]c(N)nc1N
N -0.5938 1.2653 -1.9638
N 0.9960 -0.3628 -1.2174
N 2.3669 -1.4178 0.4214
N 0.0613 -0.9692 0.7258
C -0.6321 0.1272 0.2553
C 1.1073 -1.1450 -0.1542
C -0.1111 0.3956 -0.9926
C -1.7257 0.7688 1.0413
H -1.0120 2.1009 -1.5868
H -1.3789 1.7066 1.4838
H 3.0840 -1.4842 -0.2902
H -2.5821 0.9910 0.4097
H 0.0052 -1.3267 1.6650
H -2.0733 0.1156 1.8391
H 0.1161 1.4719 -2.6525
H 2.3720 -2.2371 1.0160

Entry ii
16
Properties=species:S:1:pos:R:3 method="wB97M-V/def2-TZVPD" e_homo_ev="-7.751 / -7.752" lumo_ev="-0.11 / -0.11" orbital_gap_ev="7.638 / 7.640" total_charge=0
N -1.0219 -0.5189 0.6830
N -1.8396 0.3232 1.3916
N -0.0110 -1.0597 1.3814
N -0.4561 -0.9416 -1.7114
C 2.2988 -1.1118 0.4286
C 0.9945 -1.0062 0.5804
C -0.1865 1.3996 -0.9037
C -0.3392 -0.0985 -0.7713
H 0.1101 1.8637 0.0354
H -2.8060 0.0216 1.3395
H -1.1384 1.8301 -1.2201
H 2.9936 -0.7856 1.1935
H 2.7148 -1.5290 -0.4784
H -0.3603 -0.5140 -2.6311
H 0.5691 1.6259 -1.6563
H -1.5219 0.5012 2.3389

Entry iii
16
Properties=species:S:1:pos:R:3 method="wB97M-V/def2-TZVPD" e_homo_ev=-8.263 lumo_ev=0.22 orbital_gap_ev=8.485 total_charge=0
N 0.1348 1.2009 -1.3285
N -0.2486 -1.2570 1.4101
N 0.5552 -1.7812 0.6071
N 1.2372 1.5762 -2.2127
C -2.0120 0.4757 1.6880
C 0.9287 -0.8405 -0.4310
C -0.7488 -0.1055 0.9032
C -0.0140 0.1138 -0.2735
H 1.2879 0.7936 -2.8975
H 1.4019 -1.5562 -1.4461
H -1.9358 1.5647 2.3665
H 1.8999 -0.4073 -0.0220
H -1.9525 -0.4311 2.6882
H -0.4251 2.0862 -1.0971
H 1.9313 1.6360 -1.4530
H -2.8811 0.2812 1.2087

Name the most stable of them. entry i.

Entry i
16
Properties=species:S:1:pos:R:3 method="wB97M-V/def2-TZVPD" e_homo_ev=-8.192 lumo_ev=0.73 orbital_gap_ev=8.926 total_charge=0 smiles="N/N=C1/CC=NNC1"
N 1.3573 0.8793 -0.7306
N -1.9284 -0.4733 0.1155
N 2.4514 0.2708 -1.3341
N -0.9992 -1.4859 0.2855
C -1.9222 0.7319 0.2568
C 0.3435 -1.0992 0.8234
C -0.5660 1.3931 0.4110
C 0.5323 0.3393 0.2028
H 2.6203 0.7991 -2.2111
H -0.5564 2.0106 1.4314
H 0.9265 -1.7647 -0.1196
H 0.3780 -1.2378 1.8903
H 2.4309 -0.9163 -1.0411
H -1.4546 -2.4434 0.4236
H -3.0071 1.0669 0.1200
H -0.6061 1.9296 -0.5237

Entry ii
16
Properties=species:S:1:pos:R:3 method="wB97M-V/def2-TZVPD" e_homo_ev=-9.111 lumo_ev=-0.34 orbital_gap_ev=8.770 total_charge=0
N 0.1373 0.1764 1.7563
N 0.4643 -2.0399 2.5913
N -0.2947 2.2465 -1.1234
N 0.4717 1.1030 -0.4687
C 0.0718 -1.4004 -0.2109
C 0.3127 1.2231 0.9884
C -0.1106 -0.0137 -0.9669
C 0.1934 -1.1202 1.4810
H 0.4841 -0.0394 -1.9878
H -1.2716 0.3628 -1.3056
H -0.9697 -2.2152 -0.3674
H 0.1746 2.3852 -1.9424
H 1.0404 -1.9219 -0.5476
H 0.3715 -2.8839 2.0950
H -1.2973 1.7234 -1.3153
H 0.2222 2.4143 1.3238

Entry iii
16
Properties=species:S:1:pos:R:3 method="wB97M-V/def2-TZVPD" e_homo_ev=-7.218 lumo_ev=0.77 orbital_gap_ev=7.987 total_charge=0 smiles=CNc1c[nH]c(N)n1
N 0.9388 2.0474 -1.8883
N 0.6443 -0.4858 -1.7991
N -1.0010 -0.9778 1.3640
N -0.0318 0.7271 -0.1131
C -0.7362 -0.1612 2.4928
C 0.1780 -1.3721 -0.8426
C 0.5432 0.8637 -1.2859
C -0.3742 -0.5775 0.1302
H 0.9500 -0.6279 -2.7397
H -1.3716 0.7234 2.4217
H -0.6311 -1.9014 1.5332
H 0.9266 2.0726 -2.9705
H 0.2801 -2.4220 -1.0099
H 0.3689 2.8172 -1.4617
H -1.0447 -0.7787 3.4890
H 0.3607 0.0532 2.6799

Name the most stable of them. entry iii.